[1]
The following is a DFT calculation (wB97M-V/def2-TZVPD) of a single C4H7NO molecule in a non-equilibrium geometry.

XYZ file:
```
13
Properties=species:S:1:pos:R:3:forces:R:3
O 1.83494 0.75434 0.36550 -0.0980 0.1131 0.1731
C 0.91628 0.24477 -0.55571 -0.2464 -0.0383 -0.2908
C 0.34179 -1.16874 -0.23129 -0.0124 -0.1611 0.2035
C -1.01880 -0.55099 0.14178 0.0038 -0.0808 -0.3221
N -0.77231 0.54984 1.09077 0.0982 0.2950 -0.0480
C -0.51879 0.75727 -0.36003 0.0443 0.6299 -0.1733
H 1.33385 0.80910 1.19916 0.1659 0.0401 -0.0962
H 1.35856 0.36346 -1.54876 -0.2155 -0.1395 0.1425
H 0.87253 -1.73481 0.53550 -0.0067 0.0035 -0.0433
H 0.23857 -1.75430 -1.15435 0.0110 0.0546 0.3124
H -1.95152 -1.11694 0.11068 0.1113 0.6102 -0.1806
H -1.56295 1.20687 1.08725 -0.2725 -0.9957 1.1005
H -1.07216 1.64011 -0.68050 0.4172 -0.3310 -0.7778
```
Positions in Å, forces in eV/Å.

Output
Orbital gap = 0.3846 Eh
Energy relative to the best compared isomer or geometry (same formula, charge and spin) = 296.51 kJ/mol
E = -286.5187 Ha

Atomic partial charges in e from the Löwdin method, atoms 1 to 4:
1 O -0.032
2 C -0.329
3 C -0.075
4 C -0.224

***

[2]
The following is a DFT calculation (wB97M-V/def2-TZVPD) of a molecular structure, C13H20Cl2N4O6W in a non-equilibrium geometry.

XYZ file:
```
46
Properties=species:S:1:pos:R:3:forces:R:3
W 0.36645 0.27614 0.59558 0.9208 0.3678 0.0270
N 0.72281 2.53423 0.77810 -0.0966 -0.0023 -0.1096
C 0.15991 3.12997 2.02027 -0.0273 0.0019 -0.1170
C 0.33422 2.09558 3.08933 0.0385 -0.1218 0.0825
O 0.46568 2.25314 4.24879 -0.0032 -0.0246 0.0194
N 0.40461 0.75207 2.48785 0.2914 0.0648 0.4955
C 1.20225 -0.15790 3.29231 -0.2434 0.2409 -0.3164
C 2.50991 -0.58949 2.62747 -0.2166 -0.3042 1.2070
O 3.45376 -1.17811 2.70634 0.3176 0.1157 -0.3313
O 2.03828 -0.05708 0.77126 -0.3665 -0.0499 -0.8351
H 1.73793 2.66680 0.77830 0.0149 0.0087 0.0195
H 0.39717 3.05635 -0.03389 -0.0549 0.0074 0.0161
H -0.89711 3.36001 1.88345 -0.0062 0.0279 -0.0328
H 0.67305 4.04601 2.31209 0.0287 0.0130 -0.0114
H 0.71830 -1.12024 3.49144 -0.0010 -0.0359 -0.0074
H 1.49194 0.30066 4.24825 -0.1107 0.0353 0.0526
O -1.64837 1.10222 0.33298 -0.1194 0.0289 0.0558
C -2.15640 1.41496 -1.00234 -0.0273 -0.0566 0.0627
C -0.96100 1.45384 -1.89908 0.0964 0.0053 0.0334
C -1.07287 1.88300 -3.20023 0.0034 0.0488 -0.1681
C 0.06225 1.94581 -4.00081 -0.0221 0.0064 -0.0098
C 1.29500 1.57553 -3.46593 -0.0062 0.0366 -0.1034
C 1.35512 1.14117 -2.16913 0.0015 -0.0171 0.1056
N 0.23952 1.06596 -1.38624 -0.1350 -0.0499 0.2175
H -2.35297 1.11305 0.99933 -0.0870 -0.0112 -0.0356
H -2.66749 2.37692 -0.97007 -0.0122 0.0132 -0.0067
H -2.85066 0.63219 -1.30654 -0.0251 -0.0001 0.0008
H -2.04053 2.18278 -3.58590 0.0129 -0.0022 0.0010
H -0.01262 2.29274 -5.02507 0.0034 -0.0014 0.0045
H 2.20341 1.62467 -4.05240 -0.0019 0.0000 -0.0038
H 2.28698 0.82553 -1.72251 0.0316 -0.0128 0.0183
Cl 3.97288 -1.18945 -1.54196 0.0838 0.0994 0.0309
C 2.83275 -2.46188 -1.77136 -0.2828 -0.1250 0.0670
Cl 1.07030 -1.99855 -1.30572 0.0407 -0.0854 -0.1808
H 3.05152 -3.31027 -1.13505 0.0378 -0.0159 -0.0107
H 2.72374 -2.72591 -2.81691 0.0551 0.0024 -0.0256
N -2.75934 -4.10880 0.17626 -0.0244 -0.0186 0.0413
C -1.95453 -3.29370 1.14141 0.0399 0.0094 0.0244
C -1.44204 -2.03304 0.47534 0.1719 0.1033 0.0576
O -0.54788 -1.34033 1.22272 -0.1383 -0.1955 -0.3239
O -1.78951 -1.64954 -0.60644 -0.1796 -0.0681 -0.0006
H -3.24398 -4.87257 0.66604 0.0013 -0.0089 0.0013
H -2.17964 -4.54078 -0.55156 0.0091 0.0027 -0.0086
H -3.47419 -3.54989 -0.30372 0.0012 0.0173 0.0046
H -1.12907 -3.89548 1.51946 0.0009 -0.0482 -0.0210
H -2.58956 -3.02835 1.98847 -0.0146 -0.0017 0.0135
```
Positions in Å, forces in eV/Å.

Output
Orbital gap = 0.2662 Eh
Energy relative to the best compared isomer or geometry (same formula, charge and spin) = 439.90 kJ/mol
E = -2163.7947 Ha
Net charge = +4

Atomic partial charges in e from the Löwdin method, atoms 1 to 4:
1 W 1.895
2 N -0.006
3 C -0.049
4 C -0.400

***

[3]
The following is a DFT calculation (wB97M-V/def2-TZVPD) of a single C28H22N2O4S molecule.

XYZ file:
```
57
Properties=species:S:1:pos:R:3:forces:R:3
O 1.39626 1.52700 -1.78440 0.1696 0.1000 -0.1020
C 0.42679 1.52922 -1.04760 -0.2053 -0.2984 -0.0887
N -0.42004 0.47682 -0.93427 -0.1501 -0.1329 -0.0636
H -1.16298 0.48766 -0.25476 0.0815 0.1266 0.0434
C -0.19270 -0.76904 -1.61371 0.1233 -0.0293 -0.2628
C 0.28992 -1.84742 -0.65419 -0.0257 0.2154 -0.2069
O 0.93365 -2.80878 -0.97300 0.0380 -0.1645 -0.0036
O -0.12571 -1.61051 0.59863 -0.1390 0.0760 0.1729
C 0.38877 -2.49427 1.58377 0.0800 -0.5335 0.0869
H -0.11863 -2.24025 2.51681 0.0417 0.0024 -0.0764
H 0.17787 -3.53583 1.31982 0.0772 0.1520 0.1049
C 1.90865 -2.33205 1.74576 -0.5085 -0.0940 -0.0073
O 2.58658 -3.23663 2.15969 -0.0375 0.0164 -0.0177
C 2.40479 -0.98708 1.37008 0.3121 0.5261 0.1269
C 1.84868 0.11871 1.97435 0.2007 -0.4687 -0.0823
C 2.31423 1.40517 1.68210 0.2179 0.2476 -0.0289
C 3.29833 1.58486 0.74998 -0.1196 -0.0424 0.2080
C 3.86252 0.48374 0.07704 -0.0559 -0.2968 0.1136
C 4.84769 0.65634 -0.91691 0.1372 -0.1043 -0.1709
C 5.37990 -0.42124 -1.56565 0.0427 0.3411 0.0164
C 4.95251 -1.71911 -1.24657 -0.1956 -0.2170 0.1684
C 3.99867 -1.92320 -0.28879 0.2193 -0.1709 -0.2105
C 3.43098 -0.83121 0.39936 -0.0089 0.3029 0.0373
H 3.66724 -2.92284 -0.05685 0.0024 -0.0757 0.0003
H 5.37942 -2.56167 -1.77005 0.0109 -0.0879 -0.0287
H 6.12888 -0.28240 -2.33152 0.0544 0.0479 -0.0508
H 5.15965 1.66061 -1.16276 0.0456 0.1011 -0.0424
H 3.64924 2.57642 0.50469 0.0117 0.0975 -0.0247
H 1.88194 2.25050 2.19781 -0.0240 0.1042 -0.0056
H 1.06769 -0.00244 2.71124 -0.1344 -0.0360 0.0382
H 0.59641 -0.59947 -2.35505 -0.1221 -0.1057 0.1981
C -1.48217 -1.26799 -2.30583 0.1753 -0.0584 0.2232
C -2.55559 -1.53012 -1.30232 -0.0567 -0.3294 -0.1728
C -2.84968 -2.72552 -0.71284 0.1823 0.1350 -0.3508
N -3.84658 -2.56614 0.20967 -0.1411 -0.2944 0.2544
C -4.22080 -1.25441 0.23707 0.0754 0.5176 -0.1292
C -5.17804 -0.60346 1.00558 -0.0838 0.0014 0.0654
C -5.33540 0.75233 0.81610 -0.0824 -0.1005 0.1083
C -4.56676 1.44849 -0.12187 0.0398 0.2042 -0.0866
C -3.61835 0.81009 -0.88858 -0.0809 0.0083 0.0103
C -3.42544 -0.56183 -0.70872 -0.2811 -0.2360 0.2818
H -3.03804 1.35768 -1.61684 0.0622 0.0699 -0.0582
H -4.72652 2.50960 -0.24505 -0.0102 0.0879 -0.0288
H -6.06957 1.29002 1.39719 -0.0648 0.0241 0.0574
H -5.77777 -1.14373 1.72317 -0.0725 -0.0245 0.0857
H -4.25468 -3.30199 0.76025 0.0508 0.0817 -0.0670
H -2.41422 -3.69006 -0.89287 0.0802 -0.1858 -0.0289
H -1.24495 -2.18276 -2.85014 0.0053 0.0387 -0.0670
H -1.80594 -0.50637 -3.01682 0.0786 -0.0334 -0.0610
C 0.06474 2.69881 -0.23705 0.1456 0.7054 0.1432
C -0.95236 2.91190 0.65593 0.2781 -0.2594 -0.3355
C -0.91403 4.19904 1.22315 0.0523 0.2543 0.1092
C 0.12634 4.94233 0.75496 0.2245 -0.1746 -0.2307
S 1.07912 4.09128 -0.38615 -0.5002 -0.1656 0.2266
H 0.38565 5.94876 1.01778 0.0235 0.2225 0.0773
H -1.62739 4.55459 1.94512 -0.1024 0.0875 0.1174
H -1.70875 2.18784 0.90405 -0.1375 -0.1758 0.0145
```
Positions in Å, forces in eV/Å.

Output
Orbital gap = 0.3089 Eh
E = -1888.9183 Ha

Atomic partial charges in e from the Löwdin method, atoms 1 to 4:
1 O 0.052
2 C -0.511
3 N 0.133
4 H 0.115

***

[4]
The following is a DFT calculation (wB97M-V/def2-TZVPD) of 2 unconnected molecules or ions with the total composition C5H15NO in a non-equilibrium geometry.

XYZ file:
```
22
Properties=species:S:1:pos:R:3:forces:R:3
C 0.63790 1.69424 2.39207 0.5451 0.2955 -0.7323
C 0.29382 0.52688 1.46071 -0.4821 -1.2793 0.9266
C -0.78669 0.88301 0.41847 0.1513 0.5357 -0.4325
C -0.04891 1.13737 -0.90623 1.0695 -0.3039 -1.1234
C 0.66007 -0.09148 -1.56351 -0.9120 -0.2716 -0.3178
N -0.25628 -1.12549 -2.06327 0.8482 -0.0793 0.3795
H 1.35736 2.39723 1.95990 0.2605 -0.3027 -0.0775
H 1.03856 1.31790 3.32445 0.0649 0.1554 0.2548
H -0.20532 2.34861 2.56215 -0.5557 -0.2232 0.3996
H 1.17946 0.09905 0.97508 -0.0071 0.5686 -0.0422
H 0.04203 -0.32918 2.12434 -0.5295 0.4731 -0.3861
H -1.29049 1.77610 0.79472 0.3521 0.4752 -0.3113
H -1.69217 0.28212 0.28281 0.6456 -0.9609 0.1057
H 0.78844 1.83033 -0.71619 -0.4410 0.1913 0.0002
H -0.61099 1.51445 -1.77953 -0.3437 0.3415 0.8155
H 1.33844 -0.60144 -0.89740 0.3549 0.0138 0.3287
H 1.24589 0.21447 -2.44404 -0.0645 0.2813 0.4480
H -0.74673 -1.55535 -1.28820 -0.4883 0.2107 -0.3943
H -0.83888 -0.75886 -2.79686 -0.5200 -0.1196 0.1859
H -0.10273 -3.61386 -0.10599 0.1222 0.1696 -0.6422
H -1.10075 -3.89894 -1.32631 0.5555 0.3897 -0.4058
O -0.90202 -4.04717 -0.40717 -0.6260 -0.5610 1.0210
```
Positions in Å, forces in eV/Å.

Output
Orbital gap = 0.3716 Eh
Energy relative to the best compared isomer or geometry (same formula, charge and spin) = 107.04 kJ/mol
E = -329.4668 Ha

Atomic partial charges in e from the Löwdin method, atoms 1 to 4:
1 C -0.111
2 C -0.264
3 C -0.208
4 C -0.204